[1]
Computed, not measured: a molecular structure, C6H13OP at a distorted geometry, with the ωB97M-V functional and the def2-TZVPD basis.

```
21
Properties=species:S:1:pos:R:3:mulliken_charge:R:1
C -1.95 1.03 0.49 -0.2502
C -1.31 -0.17 1.18 -1.3656
C -0.89 1.25 -0.59 -0.8589
C -0.22 -0.41 0.06 1.2987
C -0.56 -1.65 -0.75 -1.6626
C 2.47 -0.61 -0.72 -1.2477
O 1.85 1.34 0.94 -0.4338
P 1.46 -0.19 0.83 0.0116
H -2.86 0.87 0.05 0.2842
H -2.01 1.96 1.19 0.2464
H -0.86 0.14 2.20 0.2732
H -1.85 -0.99 1.45 0.4296
H -1.32 1.33 -1.63 0.2484
H -0.27 2.14 -0.46 0.2824
H -1.60 -1.68 -1.07 0.3808
H -0.31 -2.59 -0.37 0.4494
H 0.16 -1.57 -1.55 0.4412
H 2.36 0.03 -1.55 0.4078
H 2.28 -1.58 -1.05 0.3834
H 3.50 -0.38 -0.45 0.3499
H 1.94 1.73 1.78 0.3319
```

The value obtained for the relative energy (zero: lowest compared OMol25 entry of this formula, charge and spin) is 1.6444 eV. For the maximum force, the calculation gives 0.0755 Eh/bohr. The total energy comes out at -652.91816 Eh. Its highest occupied orbital energy is -8.09 eV. As for the HOMO-LUMO gap: 8.89 eV.

[2]
Computed, not measured: C6H14 in the gas phase at a distorted geometry, with the ωB97M-V functional and the def2-TZVPD basis.

```
20
Properties=species:S:1:pos:R:3:mulliken_charge:R:1
C -0.87 -2.57 -0.30 -1.1569
C 0.09 -1.62 0.41 -0.3681
C 0.59 -0.55 -0.61 -0.6824
C -0.35 0.67 -0.68 -0.5990
C -0.34 1.58 0.55 -0.3591
C 0.89 2.50 0.57 -1.1088
H -0.30 -3.31 -0.86 0.2920
H -1.50 -3.18 0.35 0.3790
H -1.57 -1.98 -0.90 0.2727
H -0.40 -1.18 1.29 0.2505
H 1.00 -2.06 0.82 0.3114
H 1.60 -0.24 -0.33 0.3229
H 0.68 -1.08 -1.56 0.3343
H -1.34 0.25 -0.82 0.2810
H -0.03 1.31 -1.51 0.3376
H -1.29 2.11 0.57 0.3339
H -0.41 0.90 1.41 0.2382
H 0.62 3.29 -0.14 0.2856
H 1.77 1.91 0.34 0.2765
H 1.04 3.06 1.49 0.3585
```

The value obtained for the relative energy (zero: lowest compared OMol25 entry of this formula, charge and spin) is 0.5707 eV. For the maximum force, the calculation gives 0.0315 Eh/bohr. The total energy comes out at -236.99043 Eh. Its structure (SMILES) is CCCCCC. Its highest occupied orbital energy is -10.71 eV. As for the HOMO-LUMO gap: 11.98 eV.

[3]
Computed, not measured: 2 unconnected molecules or ions with the total composition C6H14, with the ωB97M-V functional and the def2-TZVPD basis.

```
20
Properties=species:S:1:pos:R:3:mulliken_charge:R:1
C -1.47 -1.42 -1.10 -1.3064
C -1.07 -0.33 -0.11 0.2598
C 1.29 0.92 0.44 -0.0971
C -0.77 0.97 -0.94 -1.4845
C 0.77 0.96 1.83 -0.9286
C 1.90 -0.36 0.02 -0.9774
H -0.59 -1.78 -1.64 0.2708
H -2.17 -1.00 -1.83 0.3564
H -1.94 -2.28 -0.61 0.3498
H -1.92 -0.06 0.53 0.2586
H -0.36 -0.79 0.58 0.1108
H -1.74 1.12 -1.41 0.4321
H -0.54 1.91 -0.41 0.4461
H -0.03 0.91 -1.75 0.3057
H -0.04 1.69 1.97 0.2733
H 1.66 1.42 2.29 0.4204
H 0.54 0.03 2.37 0.3023
H 1.91 -0.50 -1.06 0.2520
H 1.64 -1.31 0.53 0.3193
H 2.94 -0.10 0.29 0.4367
```

The value obtained for the relative energy (zero: lowest compared OMol25 entry of this formula, charge and spin) is 4.6617 eV. For the maximum force, the calculation gives 0.0169 Eh/bohr. The total energy comes out at -236.84009 Eh. Its highest occupied orbital energy is -7.82 eV. As for the HOMO-LUMO gap: 8.67 eV.

[4]
Computed, not measured: C6H14 in the gas phase at a distorted geometry, with the ωB97M-V functional and the def2-TZVPD basis.

```
20
Properties=species:S:1:pos:R:3:mulliken_charge:R:1
C -1.91 0.90 0.11 -1.3903
C -0.77 -0.08 0.34 0.6424
C -0.94 -1.35 -0.50 -1.5470
C 0.68 0.50 0.27 0.5781
C 1.61 -0.37 1.11 -1.5087
C 1.29 0.68 -1.14 -1.5659
H -1.64 1.92 0.44 0.3467
H -2.27 1.00 -0.93 0.2875
H -2.59 0.40 0.83 0.3943
H -1.11 -0.40 1.40 0.1861
H -0.65 -1.26 -1.55 0.3156
H -1.99 -1.67 -0.48 0.4273
H -0.33 -2.15 -0.05 0.3525
H 0.67 1.50 0.71 0.2987
H 1.73 -1.36 0.65 0.3082
H 1.18 -0.51 2.11 0.3549
H 2.61 0.07 1.21 0.4239
H 0.70 1.33 -1.79 0.3336
H 2.30 1.13 -1.07 0.4291
H 1.43 -0.28 -1.67 0.3329
```

The value obtained for the relative energy (zero: lowest compared OMol25 entry of this formula, charge and spin) is 0.7252 eV. For the maximum force, the calculation gives 0.0438 Eh/bohr. The total energy comes out at -236.98475 Eh. Its structure (SMILES) is CC(C)C(C)C. Its highest occupied orbital energy is -10.74 eV. As for the HOMO-LUMO gap: 11.88 eV.

[5]
Computed, not measured: C6H14BNO2 in the gas phase at a distorted geometry, with the ωB97M-V functional and the def2-TZVPD basis.

```
24
Properties=species:S:1:pos:R:3:mulliken_charge:R:1
B -0.58 2.68 -1.23 0.6394
C -0.17 1.58 0.80 -0.6903
C -0.91 0.65 -0.24 0.3508
C -0.74 -2.31 1.13 -1.1903
C 1.50 -2.40 0.08 -1.5808
C 0.12 -0.45 -0.67 -1.0712
C 0.42 -1.39 0.47 0.9982
N -0.15 2.89 0.13 -0.3575
O -1.22 1.50 -1.33 -0.5909
O -0.71 3.62 -2.47 -0.5755
H -0.76 1.83 1.63 0.2968
H 0.83 1.33 0.97 0.4014
H -1.85 0.16 0.18 0.2464
H -0.87 -3.30 0.61 0.3050
H -1.74 -1.97 0.82 0.3729
H -0.54 -2.47 2.26 0.2627
H 1.17 -3.12 -0.75 0.3090
H 1.86 -3.03 0.96 0.3567
H 2.47 -1.96 -0.19 0.4147
H -0.18 -0.95 -1.69 0.3056
H 1.09 0.03 -0.94 0.2424
H 0.97 -0.87 1.31 0.0979
H 0.54 3.38 0.53 0.1730
H -0.57 4.55 -2.37 0.2837
```

The value obtained for the relative energy (zero: lowest compared OMol25 entry of this formula, charge and spin) is 1.3648 eV. For the maximum force, the calculation gives 0.0897 Eh/bohr. The total energy comes out at -467.15863 Eh. Its structure (SMILES) is CC(C)C[C@H]1CNB(O)O1. Its highest occupied orbital energy is -9.44 eV. As for the HOMO-LUMO gap: 9.98 eV.

[6]
Computed, not measured: a molecular structure, C6H14BeO3 at a distorted geometry, with the ωB97M-V functional and the def2-TZVPD basis.

```
24
Properties=species:S:1:pos:R:3:lowdin_spin:R:1
H -3.92 -1.22 -2.45 0.0000
C -2.93 -0.75 -2.36 0.0001
H -2.83 -0.06 -3.22 0.0000
O -1.91 -1.70 -2.36 0.0006
C -2.92 0.07 -1.08 0.0004
H -3.57 0.96 -1.14 0.0002
H -3.24 -0.55 -0.22 0.0000
O -1.56 0.47 -0.86 0.0038
C -1.23 1.02 0.40 0.0079
H -1.66 0.41 1.20 0.0000
O 0.79 -0.20 -0.01 0.1688
C 0.29 1.01 0.48 0.0093
H 0.73 1.80 -0.17 -0.0001
C 3.07 -0.93 0.84 0.5176
H 1.80 -0.52 0.37 0.0997
H 3.67 -0.83 -0.07 0.0244
H 0.65 1.19 1.50 0.0012
H 2.91 -1.99 1.10 0.0235
Be -0.61 -0.80 -1.29 0.0078
H -1.61 2.05 0.49 0.0010
C 3.44 -0.03 1.98 0.0846
H 3.42 1.03 1.69 0.0059
H 2.76 -0.16 2.84 0.0036
H 4.46 -0.26 2.35 0.0396
```

Its net charge is +1. The value obtained for the relative energy (zero: lowest compared OMol25 entry of this formula, charge and spin) is 0.0000 eV. For the maximum force, the calculation gives 0.0868 Eh/bohr. Its spin multiplicity is 2. As for the expectation value of S²: 0.753. The total energy comes out at -477.15921 Eh. Its highest occupied orbital energy (spin up / spin down) is -12.94 / -12.94 eV. As for the HOMO-LUMO gap (spin up / spin down): 9.23 / 6.86 eV.

[7]
Computed, not measured: a molecular structure, C6H14BrCuN2O2 at a distorted geometry, with the ωB97M-V functional and the def2-TZVPD basis.

```
26
Properties=species:S:1:pos:R:3:mulliken_charge:R:1
Cu 2.12 -2.56 2.38 0.5706
Br 1.46 -0.99 0.23 -0.5401
C -2.15 -1.46 -4.73 0.1948
O -3.06 -2.08 -5.29 -0.5985
N -1.37 -1.91 -3.72 0.1066
C -1.33 -3.28 -3.28 -0.9168
C -0.34 -1.03 -3.22 -0.8078
H -2.00 -0.38 -4.91 0.2662
H -2.19 -3.82 -3.68 0.3065
H -1.25 -3.31 -2.20 0.2961
H -0.49 -3.82 -3.71 0.3320
H 0.65 -1.46 -3.41 0.3307
H -0.26 -0.06 -3.70 0.3010
H -0.32 -0.85 -2.15 0.1564
C -0.25 1.49 2.74 0.2605
O -1.42 1.84 2.68 -0.5998
N 0.75 2.24 3.29 0.0832
C 2.10 1.81 3.22 -0.8676
C 0.53 3.36 4.17 -0.9551
H 0.08 0.49 2.41 0.1843
H 2.38 1.67 2.18 0.3375
H 2.14 0.89 3.81 0.2622
H 2.92 2.44 3.57 0.3120
H 1.19 4.22 4.09 0.2872
H -0.53 3.61 4.06 0.3421
H 0.64 2.93 5.17 0.3557
```

The value obtained for the relative energy (zero: lowest compared OMol25 entry of this formula, charge and spin) is 0.7370 eV. For the maximum force, the calculation gives 0.0468 Eh/bohr. The total energy comes out at -4711.44217 Eh. Its highest occupied orbital energy is -8.96 eV. As for the HOMO-LUMO gap: 6.41 eV.

[8]
Computed, not measured: a molecular structure, C6H14BrFInO2 at a distorted geometry, with the ωB97M-V functional and the def2-TZVPD basis.

```
25
Properties=species:S:1:pos:R:3:mulliken_charge:R:1
F -3.22 -2.16 2.61 -0.3282
C -2.43 -2.54 1.49 -0.1559
C -2.57 -1.50 0.35 -0.9178
In -0.80 -1.72 -1.00 0.6595
Br -0.48 -4.28 -1.63 -0.5908
C 1.11 -0.83 -0.24 -1.1743
C 0.78 0.22 0.90 0.6915
C 2.06 1.22 1.30 -1.1404
O 1.44 0.00 2.12 -0.4236
H -2.73 -3.53 1.09 0.2415
H -1.36 -2.59 1.77 0.1728
H -3.50 -1.66 -0.22 0.3769
H -2.55 -0.47 0.76 0.2328
H -1.20 -0.88 -2.55 -0.3492
H 1.56 -0.25 -1.07 0.2864
H 1.80 -1.56 0.22 0.3931
H -0.23 0.69 0.89 0.3580
H 2.99 1.00 1.85 0.3645
H 2.54 0.88 0.32 0.2741
C 1.13 3.55 -1.20 -0.5898
O 1.13 2.31 -1.89 -0.4054
H 1.09 3.35 -0.13 0.2335
H 2.04 4.11 -1.43 0.2621
H 0.25 4.14 -1.48 0.2774
H 1.16 2.51 -2.83 0.2515
```

Its net charge is -1. For the maximum force, the calculation gives 0.0670 Eh/bohr. The total energy comes out at -3251.35206 Eh. Its highest occupied orbital energy is -5.21 eV. As for the HOMO-LUMO gap: 8.10 eV.

[9]
Computed, not measured: a molecular structure, C6H14BrHfO3 at a distorted geometry, with the ωB97M-V functional and the def2-TZVPD basis.

```
25
Properties=species:S:1:pos:R:3:mulliken_charge:R:1
Hf -0.34 1.75 -2.58 1.6080
Br -2.53 2.88 -1.28 0.0471
C 0.05 -3.61 0.77 -0.7344
O -0.45 -2.27 0.86 -0.2931
C -1.33 -2.02 -0.18 -0.5286
C -1.75 -0.55 -0.15 -0.6404
O -0.62 0.32 -0.47 0.1582
C 0.20 0.64 0.71 -0.2962
C 0.51 2.13 0.63 -0.5722
O 0.97 2.40 -0.70 -0.2035
C 2.43 2.51 -0.72 -0.6803
H -0.76 -4.33 0.64 0.3297
H 0.71 -3.93 1.57 0.2870
H 0.67 -3.71 -0.13 0.3308
H -2.24 -2.63 -0.15 0.5334
H -0.92 -2.23 -1.18 0.2873
H -2.08 -0.36 0.87 0.3017
H -2.48 -0.34 -0.94 0.4976
H 1.09 0.04 0.87 0.3950
H -0.34 0.42 1.63 0.4396
H 1.11 2.50 1.46 0.4368
H -0.42 2.67 0.80 0.2656
H 2.94 1.62 -0.35 0.3696
H 2.78 3.44 -0.27 0.3309
H 2.80 2.64 -1.74 0.3304
```

Its net charge is +3. The value obtained for the relative energy (zero: lowest compared OMol25 entry of this formula, charge and spin) is 0.1215 eV. For the maximum force, the calculation gives 0.1623 Eh/bohr. The total energy comes out at -3083.35258 Eh. Its highest occupied orbital energy is -19.13 eV. As for the HOMO-LUMO gap: 2.94 eV.